Formula: C25H31BrN10O6Sr
Source: OMol25
Level of theory: wB97M-V/def2-TZVPD

Last column: Löwdin charge in e.
Geometry (Å):
Sr 0.17 -0.24 -0.67  1.40
N -0.64 2.40 -0.26  -0.04
C -1.17 3.27 -1.29  -0.24
C -0.23 3.31 -2.49  -0.21
N -0.06 2.00 -3.11  -0.17
C 1.19 1.91 -3.87  -0.20
C 1.66 0.49 -4.11  -0.26
N 1.91 -0.20 -2.86  -0.04
C -1.22 1.61 -3.90  -0.18
C -2.13 0.57 -3.25  -0.25
N -1.41 -0.67 -2.98  -0.03
H -1.36 2.04 0.37  0.04
H 0.06 2.86 0.31  0.07
H -1.32 4.30 -0.95  0.12
H -2.16 2.91 -1.59  0.11
H 0.74 3.65 -2.14  0.11
H -0.59 4.05 -3.22  0.12
H 1.96 2.44 -3.31  0.11
H 1.11 2.42 -4.84  0.13
H 2.54 0.53 -4.77  0.11
H 0.89 -0.06 -4.66  0.10
H 2.75 0.12 -2.40  0.07
H 2.03 -1.20 -2.97  0.08
H -0.89 1.21 -4.86  0.12
H -1.83 2.49 -4.14  0.12
H -3.00 0.43 -3.91  0.12
H -2.51 0.94 -2.30  0.10
H -1.15 -1.16 -3.83  0.08
H -1.98 -1.30 -2.41  0.05
O 4.96 -0.91 5.90  0.09
N 3.77 -0.74 5.75  -0.34
O 2.93 -0.86 6.62  0.08
C 3.31 -0.29 4.42  -0.06
C 4.17 0.50 3.75  0.07
C 3.79 1.05 2.49  -0.12
C 4.65 1.90 1.78  0.01
C 4.23 2.42 0.58  -0.03
C 2.95 2.07 0.13  -0.13
N 2.13 1.27 0.77  0.08
C 2.53 0.75 1.94  -0.13
C 1.65 -0.16 2.65  -0.14
N 0.50 -0.51 2.04  0.08
C -0.27 -1.40 2.62  -0.10
C 0.02 -1.98 3.86  -0.01
C 1.17 -1.62 4.50  0.02
C 2.03 -0.69 3.90  -0.06
H 5.13 0.73 4.18  0.13
H 5.62 2.14 2.18  0.12
H 4.85 3.08 -0.01  0.11
H 2.59 2.47 -0.82  0.10
H -1.17 -1.69 2.08  0.10
H -0.66 -2.70 4.28  0.11
H 1.42 -2.06 5.46  0.11
N 0.20 -3.13 -1.07  -0.02
N 1.26 -3.57 -0.25  -0.03
C 2.11 -2.58 0.33  -0.77
O 2.72 -2.91 1.35  0.01
O 2.15 -1.47 -0.28  -0.25
H -0.69 -3.18 -0.58  0.06
H 0.15 -3.73 -1.89  0.08
H 1.05 -4.33 0.38  0.12
Br -6.97 -3.90 -0.57  0.73
C -6.12 -2.54 0.43  -0.67
C -6.77 -1.98 1.52  -0.19
N -6.23 -1.02 2.26  0.07
C -5.02 -0.58 1.92  -0.08
C -4.29 -1.08 0.85  -0.11
C -4.85 -2.09 0.08  -0.06
C -2.92 -0.53 0.53  -0.65
O -2.59 0.56 1.03  -0.01
O -2.19 -1.24 -0.22  -0.19
H -7.76 -2.33 1.80  0.10
H -4.59 0.22 2.52  0.12
H -4.31 -2.52 -0.75  0.11

Properties
E_LUMO: -0.75 eV
ΔE to the lowest compared entry with this formula, charge and spin: 6.4 kcal per mole
Total charge: 0
Frontier orbital gap: 7.80 eV
Maximum force: 0.6 eV/A

=====

Formula: C18H21N4O4Yb
Source: OMol25
Level of theory: wB97M-V/def2-TZVPD

Last column: natural (NBO) charge in e.
Geometry (Å):
Yb -0.59 -0.06 0.53  2.18
O -2.39 -3.08 3.14  -0.60
C -1.93 -2.02 2.46  0.82
O -1.59 -2.06 1.25  -0.71
C -1.86 -0.86 3.32  0.02
C -2.18 -0.91 4.74  -0.13
C -2.07 0.29 5.42  -0.15
C -1.79 1.45 4.72  -0.13
C -1.46 1.41 3.36  0.14
N -1.54 0.25 2.68  -0.56
C -1.02 2.54 2.54  0.72
O -0.93 3.63 3.18  -0.55
O -0.80 2.20 1.32  -0.83
H -2.41 -3.85 2.53  0.53
H -2.46 -1.86 5.19  0.27
H -2.21 0.30 6.51  0.27
H -1.80 2.43 5.23  0.29
C 2.22 0.92 1.73  -0.63
C 2.93 0.12 0.61  0.11
C 3.73 1.07 -0.34  -0.61
C 3.94 -0.90 1.22  -0.66
N 1.89 -0.49 -0.17  -0.54
N 1.27 -1.68 0.38  -0.74
H 3.01 1.35 2.34  0.27
H 1.59 0.24 2.35  0.19
H 1.59 1.69 1.30  0.24
H 4.54 1.56 0.20  0.25
H 3.07 1.83 -0.75  0.22
H 4.14 0.51 -1.15  0.22
H 4.85 -0.38 1.57  0.26
H 4.22 -1.63 0.48  0.22
H 3.55 -1.43 2.10  0.21
H 2.20 -0.63 -1.15  0.40
H 1.93 -2.18 0.97  0.42
H 0.99 -2.30 -0.39  0.41
N -1.46 0.16 -1.67  -0.64
C -1.42 0.22 -2.85  0.60
C -1.54 0.24 -4.28  -0.26
C -2.81 -0.04 -4.80  -0.12
C -3.03 -0.08 -6.17  -0.20
C -1.97 0.10 -7.05  -0.12
C -0.70 0.41 -6.53  -0.20
C -0.49 0.54 -5.17  -0.14
H -3.64 -0.22 -4.11  0.24
H -4.05 -0.21 -6.56  0.25
H -2.11 0.05 -8.14  0.25
H 0.10 0.55 -7.28  0.25
H 0.50 0.81 -4.78  0.23

Properties
<S²>: 0.751
E_LUMO (alpha / beta): -7.11 / -7.96 eV
Spin multiplicity: 2
Total charge: +2
Frontier orbital gap (alpha / beta): 7.86 / 7.01 eV
Maximum force: 4.0 eV/A

=====

Formula: C5H11NO2
Source: OMol25
Level of theory: wB97M-V/def2-TZVPD

Last column: natural (NBO) charge in e.
Geometry (Å):
C -2.49 -0.79 -0.27  -0.50
C -1.26 -0.61 0.19  0.19
N -0.54 -1.62 0.96  -0.86
C -0.32 0.44 -0.30  -0.44
C -0.06 1.66 0.60  -0.52
C 0.83 1.25 1.77  0.45
O 1.79 0.54 1.59  -0.54
H -2.91 -1.76 -0.35  0.19
H -2.95 -0.16 -1.01  0.20
H -0.57 -2.61 0.85  0.39
H 0.42 -1.24 1.02  0.38
H -0.87 1.05 -1.09  0.22
H 0.58 -0.08 -0.72  0.25
H -1.02 2.06 0.76  0.22
H 0.40 2.39 -0.09  0.24
H 0.58 1.63 2.78  0.12
O 1.60 -0.48 -3.28  -0.93
H 1.23 -1.01 -4.00  0.47
H 2.53 -0.71 -3.37  0.47

Properties
E_LUMO: 0.68 eV
ΔE to the lowest compared entry with this formula, charge and spin: 62.9 kcal per mole
Total charge: 0
Structure (SMILES): C=C(N)CCC=O.O
Frontier orbital gap: 8.86 eV
Maximum force: 3.1 eV/A

=====

Formula: CH17NO6
Source: OMol25
Level of theory: wB97M-V/def2-TZVPD

Last column: natural (NBO) charge in e.
Geometry (Å):
C 2.14 -0.32 -2.50  -0.42
N 1.06 -0.47 -1.51  -0.86
H 2.18 0.66 -2.96  0.19
H 3.15 -0.50 -2.14  0.20
H 2.08 -0.99 -3.37  0.17
H 1.03 -1.41 -1.16  0.39
H 0.20 -0.20 -2.01  0.38
O 1.19 1.39 0.56  -1.04
H 1.14 0.85 -0.31  0.49
H 1.32 0.63 1.16  0.49
O -1.49 1.29 -2.27  -0.95
H -0.89 1.67 -1.60  0.48
H -1.80 2.15 -2.58  0.48
O -2.03 -0.27 0.16  -1.00
H -1.93 0.24 -0.66  0.49
H -1.68 0.38 0.81  0.50
O 1.17 -0.73 2.36  -0.98
H 0.62 -1.47 2.06  0.50
H 1.13 -0.81 3.32  0.47
O -1.25 1.40 2.10  -0.99
H -1.38 1.07 2.99  0.49
H -0.35 1.48 1.74  0.52
O -0.41 -2.26 0.67  -1.01
H -1.23 -1.71 0.46  0.52
H -0.65 -3.02 1.22  0.47

Properties
E_LUMO: 0.46 eV
ΔE to the lowest compared entry with this formula, charge and spin: 4.2 kcal per mole
Total charge: 0
Structure (SMILES): CN.O.O.O.O.O.O
Frontier orbital gap: 10.09 eV
Maximum force: 2.0 eV/A

=====

Formula: C6H10O
Source: OMol25
Level of theory: wB97M-V/def2-TZVPD

Last column: natural (NBO) charge in e.
Geometry (Å):
C 0.17 1.26 2.16  -0.68
C -0.31 0.44 0.84  0.31
C 0.42 0.42 -0.26  -0.23
C 0.17 -0.51 -1.33  -0.16
C 1.17 -0.58 -2.27  0.29
O 1.45 -1.89 -2.90  -0.62
C -1.62 -0.39 1.07  -0.67
H 0.20 0.57 3.02  0.27
H -0.60 1.86 2.66  0.27
H 1.10 1.74 2.17  0.24
H 1.05 1.15 -0.69  0.24
H -0.85 -1.04 -1.53  0.27
H 2.02 0.14 -2.27  0.21
H 1.48 -1.59 -3.83  0.50
H -1.45 -1.32 1.53  0.27
H -2.40 0.14 1.62  0.26
H -2.00 -0.40 0.02  0.22

Properties
<S²>: 0.776
E_LUMO (alpha / beta): -4.89 / -7.67 eV
ΔE to the lowest compared entry with this formula, charge and spin: 60.6 kcal per mole
Spin multiplicity: 2
Total charge: +1
Frontier orbital gap (alpha / beta): 9.44 / 7.93 eV
Maximum force: 7.8 eV/A

=====

Formula: C10H10BrFN2O5P
Source: OMol25
Level of theory: wB97M-V/def2-TZVPD

Last column: natural (NBO) charge in e.
Geometry (Å):
C 2.66 -0.96 -0.45  -0.68
C 2.00 -0.56 -1.90  -0.08
O 0.56 -0.27 -1.87  -0.54
C 0.13 0.20 -0.53  0.38
C -0.81 -0.80 0.43  -0.47
P -1.35 -2.51 -0.24  2.17
O -0.18 -3.55 0.03  -1.03
O -1.66 -2.35 -1.99  -0.91
O -2.88 -3.09 0.43  -0.89
C -1.23 -0.23 1.94  -0.08
Br -2.31 -1.33 3.25  0.14
C -0.74 1.28 2.39  -0.24
C 0.16 2.30 1.42  0.14
N 0.49 3.64 2.00  -0.36
C 1.30 4.41 0.99  -0.05
C 1.79 3.87 -0.47  0.53
F 2.64 4.77 -1.34  -0.34
N 1.45 2.51 -0.99  -0.40
C 0.60 1.72 -0.03  0.09
H 3.77 -1.34 -0.65  0.22
H 2.07 -1.83 0.06  0.26
H 2.79 -0.02 0.28  0.21
H 2.25 -1.46 -2.65  0.21
H 2.57 0.38 -2.36  0.19
H -2.18 -1.47 -2.05  0.49
H -3.49 -2.28 0.41  0.51
H -1.06 1.64 3.48  0.26
H 1.66 5.50 1.30  0.24
O -5.88 -3.85 -0.55  -1.36
H -5.10 -4.34 -0.35  0.39

Properties
E_LUMO: -0.37 eV
Total charge: -1
Frontier orbital gap: 2.04 eV
Maximum force: 7.8 eV/A

=====

Formula: C4H8OS
Source: OMol25
Level of theory: wB97M-V/def2-TZVPD

Last column: natural (NBO) charge in e.
Geometry (Å):
C -1.70 0.15 -1.01  -0.28
C -0.36 0.14 -1.10  -0.28
C 0.07 -0.94 1.17  -0.71
C 0.54 -0.35 -0.10  0.14
O 0.38 2.06 0.55  -1.02
S 2.19 -0.42 -0.55  0.22
H -2.29 0.60 -1.79  0.21
H -2.23 -0.23 -0.16  0.19
H 0.11 0.56 -1.98  0.22
H 0.87 -1.43 1.71  0.22
H -0.34 -0.14 1.78  0.30
H -0.73 -1.66 0.97  0.24
H 0.83 2.61 -0.09  0.42
H 2.65 -0.95 0.59  0.13

Properties
E_LUMO (alpha / beta): -1.20 / -1.19 eV
ΔE to the lowest compared entry with this formula, charge and spin: 91.0 kcal per mole
Total charge: 0
Frontier orbital gap (alpha / beta): 6.58 / 6.62 eV
Maximum force: 2.0 eV/A